No. 1
17
Properties=species:S:1:pos:R:3:forces:R:3:mulliken_charge:R:1 method="wB97M-V/def2-TZVPD" smiles="CCC(C#N)(C#N)C1(C#N)N=N1" largest_force_ev_per_a=4.2 e_above_lowest_ev=4.697 e_lumo_ev=-1.15 charge=0
C -2.7653 -0.1907 0.1596 -0.75 0.96 -0.09 -0.10
C -0.3100 0.6251 -1.4143 -0.76 0.71 -0.20 -0.03
C -0.5098 1.2728 0.9418 0.93 -0.30 0.05 -0.13
C -1.5207 -0.8129 0.2093 2.33 0.45 -0.60 0.82
C 2.2638 0.5200 -0.2008 -1.95 -2.14 3.06 -1.35
C 1.1280 -0.4427 0.1243 -2.11 -1.78 2.79 -0.71
C -0.2661 0.2001 -0.0499 -1.50 -1.17 1.57 1.37
N -3.6863 0.4784 0.0942 -0.99 0.38 -0.03 -0.36
N -0.3263 1.0160 -2.4836 0.06 0.16 -1.04 -0.48
N -0.4902 1.8982 1.9032 -0.28 0.29 -0.13 -0.47
N -1.4641 -2.1778 -0.2713 0.21 -0.56 0.69 -0.31
N -1.4424 -2.0689 0.9484 0.57 -0.20 -0.67 -0.32
H 3.0852 -0.1011 -0.0210 1.93 -0.19 -0.17 0.40
H 2.1641 1.2943 0.5277 0.45 0.89 0.16 0.36
H 2.0749 0.7815 -1.1615 0.33 1.26 -2.92 0.48
H 1.0636 -0.9702 1.1804 0.75 1.52 -1.61 0.36
H 1.0014 -1.3222 -0.4864 0.78 -0.29 -0.85 0.48


No. 2
27
Properties=species:S:1:pos:R:3:forces:R:3:mulliken_charge:R:1 method="wB97M-V/def2-TZVPD" largest_force_ev_per_a=4.6 e_above_lowest_ev=0.175 e_lumo_ev=2.28 charge=-1
O -2.0541 -1.4619 -4.4035 0.56 0.89 1.84 -0.73
N -1.6956 -0.6065 -3.5618 1.04 0.75 -0.27 0.72
C -0.9368 -0.5252 -2.4250 -1.81 0.00 -2.37 0.24
C -0.7927 0.8667 -2.1138 -0.77 1.91 -0.09 0.66
N -1.4135 1.6374 -3.0593 1.32 -1.20 2.40 -0.58
O -1.9400 0.7726 -3.9417 -0.50 -1.74 -0.59 -0.22
C -0.0677 1.2651 -0.9266 -0.28 2.63 0.20 -0.76
N 0.0494 2.6665 -0.5313 -0.27 -3.29 -2.09 1.03
O -0.7321 3.4749 -1.0421 0.34 0.21 0.37 -0.71
O 0.9646 3.0002 0.2908 -0.19 -0.81 0.38 -0.81
C 0.6151 0.2062 -0.2113 0.61 -1.26 0.48 -0.07
C 0.6476 -1.0999 -0.7307 0.48 -1.09 1.90 0.11
N 1.3035 -2.2103 -0.2569 -2.99 1.78 -3.06 0.67
O 2.2033 -2.4303 0.5337 1.31 -0.08 1.79 -0.87
O 0.7409 -3.3182 -0.9960 0.54 -0.85 0.63 -0.24
N -0.2049 -2.9240 -1.8631 0.08 4.11 0.19 -0.59
C -0.2372 -1.5466 -1.7151 -0.15 -3.79 -1.16 0.31
H 1.3562 1.3409 0.9874 -0.03 0.18 1.06 0.53
C 0.0747 -0.5566 3.6642 -0.34 -0.36 0.52 -0.91
S -0.1027 0.8746 2.6075 -2.47 -1.95 -0.92 1.28
N 0.9530 0.3678 1.2020 2.55 2.05 -1.35 -0.28
O -1.4327 1.0348 2.0460 1.50 -0.30 0.97 -0.61
O 0.6116 1.8980 3.2514 0.83 1.71 0.64 -0.62
H -0.8809 -0.7257 4.1887 0.34 -0.03 -0.40 0.34
H 0.3524 -1.4129 3.0364 -0.26 0.07 0.20 0.29
H 0.8555 -0.3698 4.4243 -0.33 0.08 -0.61 0.32
H 1.7629 -0.2178 1.5461 -1.11 0.38 -0.65 0.48


No. 3
31
Properties=species:S:1:pos:R:3:forces:R:3:mulliken_charge:R:1 method="wB97M-V/def2-TZVPD" spin_multiplicity=2 largest_force_ev_per_a=1.6 e_above_lowest_ev=2.253 e_lumo_ev="-4.14 / -4.73" s_squared=0.75 charge=0
W -2.2303 -0.6730 0.1816 0.80 -0.18 -0.45 1.87
O -1.0938 2.6913 0.2947 0.05 0.29 -0.29 -0.37
P -1.6337 2.2323 -1.1163 0.23 0.10 -0.03 0.97
O -1.1132 2.8783 -2.2986 -0.10 0.05 -0.06 -0.68
O -1.5251 0.6520 -1.1018 -0.34 -0.99 1.16 -0.63
O -3.2296 2.3543 -0.9026 -0.26 0.49 0.16 -0.26
P -4.1515 1.5632 0.1240 0.21 -0.35 0.23 0.89
O -3.1435 1.3013 1.3775 -0.06 -0.03 0.26 -0.36
O -5.4303 2.1748 0.3865 -0.09 -0.03 0.01 -0.65
O -4.0351 0.0396 -0.2879 0.58 0.26 -0.33 -0.40
H -0.1201 2.7241 0.3318 0.00 -0.22 0.06 0.36
H -3.0746 1.8849 2.1449 0.17 0.17 -0.22 0.26
O 4.3464 -2.8339 -1.4053 0.09 -0.21 -0.03 -0.69
C 4.8385 -1.8888 -0.7720 -0.42 0.33 0.17 0.41
O 5.9767 -1.6013 -0.3929 0.20 -0.02 -0.11 -0.69
C 3.7575 -0.8451 -0.3509 0.22 -0.18 -0.08 0.10
C 3.9970 0.5139 -0.3079 -0.06 0.05 0.11 -0.51
C 2.9716 1.3963 0.0527 0.11 0.01 -0.01 -0.28
N 1.7634 1.0053 0.4185 -0.08 0.11 0.03 -0.30
C 1.5505 -0.3266 0.3766 -0.03 -0.10 0.16 0.04
C 2.4759 -1.2740 -0.0208 -0.11 0.06 -0.06 -0.33
C 0.2001 -0.7310 0.6969 -0.02 -0.31 -0.06 1.02
O -0.3784 -1.8019 0.2756 0.08 0.65 -0.46 -0.53
O -0.6470 0.0430 1.2896 -0.55 0.36 -0.24 -0.47
H 4.9856 0.8851 -0.5448 0.01 -0.03 0.01 0.46
H 3.1535 2.4654 0.0546 -0.03 0.00 0.00 0.41
H 2.2285 -2.3249 -0.0981 0.02 0.00 -0.01 0.54
S -1.5376 -4.9476 0.7090 -0.23 0.28 -0.10 -0.14
Sb -3.4564 -3.5628 0.3320 0.28 -0.48 0.26 0.58
S -2.9271 -1.7803 2.0037 -0.48 0.11 0.15 -0.29
S -2.5181 -2.2140 -1.4505 -0.21 -0.18 -0.23 -0.31


No. 4
16
Properties=species:S:1:pos:R:3:forces:R:3:mulliken_charge:R:1 method="wB97M-V/def2-TZVPD" smiles="O=Cc1ccccc1[N+](=O)[O-]" largest_force_ev_per_a=7.7 e_above_lowest_ev=8.664 e_lumo_ev=-1.67 charge=0
C 0.7619 2.1922 -0.2189 -2.96 -0.11 0.44 -0.18
C -0.3033 0.9348 -0.3006 -1.09 1.63 1.18 0.18
C -1.7159 1.3206 -0.0199 1.84 1.42 1.41 -0.35
C -2.6852 0.3226 0.1593 0.86 -2.39 -0.69 -0.41
C -2.2974 -1.0515 -0.0485 1.07 -1.14 -0.94 -0.35
C -0.8401 -1.4645 -0.3529 -6.89 -2.60 2.40 -0.15
C 0.0401 -0.4862 -0.2239 0.36 4.20 -1.52 0.36
H 0.4360 3.2339 -0.6434 0.15 -1.89 -0.17 0.33
H -2.0886 2.4517 0.4684 1.68 -3.18 -2.23 0.17
H -3.7203 0.5974 0.4341 0.78 -0.37 -0.13 0.36
H -3.0537 -1.9423 0.0137 1.42 2.06 -0.06 0.27
H -0.4239 -2.5982 -0.1280 -1.99 3.16 -1.44 0.34
N 1.2911 -1.0889 -0.0179 6.39 -1.41 0.72 0.72
O 1.6400 2.1820 0.5680 1.22 -0.37 0.27 -0.35
O 1.0937 -2.1687 0.6747 3.84 3.62 -1.79 -0.51
O 2.5227 -0.6043 -0.4911 -6.68 -2.62 2.53 -0.44


No. 5
16
Properties=species:S:1:pos:R:3:forces:R:3:mulliken_charge:R:1 method="wB97M-V/def2-TZVPD" smiles="O=Cc1ccccc1[N+](=O)[O-]" largest_force_ev_per_a=8.3 e_above_lowest_ev=6.187 e_lumo_ev=-1.30 charge=0
C -1.4889 1.7633 -0.0358 0.33 0.33 2.39 -0.18
C -0.3808 0.7068 0.0045 1.52 2.95 -0.70 0.55
C 0.9856 1.2051 -0.0186 -0.37 -3.96 0.93 -0.78
C 2.1276 0.3581 0.0350 -0.61 -1.21 -1.73 -0.47
C 1.9326 -1.0452 -0.1829 -3.29 1.64 0.78 -0.60
C 0.5553 -1.4781 -0.2056 0.08 -2.40 0.46 -0.08
C -0.5675 -0.6318 -0.0047 5.06 -1.38 -2.18 0.47
H -1.3112 2.6259 0.6506 0.79 0.01 -0.45 0.30
H 1.2052 2.1636 0.2371 -0.02 3.06 0.08 0.43
H 3.1939 0.7123 -0.0077 -1.44 0.05 0.43 0.33
H 2.7549 -1.7220 -0.1950 0.26 -0.48 -0.22 0.41
H 0.2076 -2.6197 -0.2694 1.37 2.53 0.03 0.23
N -1.7915 -1.2218 0.1369 -8.15 0.56 -1.43 0.68
O -2.5893 1.7186 -0.4880 -0.24 -0.93 -1.10 -0.39
O -2.5831 -1.5969 -0.9258 4.35 1.03 5.01 -0.46
O -2.2506 -0.9382 1.2693 0.34 -1.78 -2.29 -0.43


No. 6
16
Properties=species:S:1:pos:R:3:forces:R:3:mulliken_charge:R:1 method="wB97M-V/def2-TZVPD" largest_force_ev_per_a=7.5 e_above_lowest_ev=6.006 e_lumo_ev=-1.06 charge=0
C 1.7462 -0.6378 0.1736 -1.54 -0.09 0.80 0.59
C 0.9515 -0.8726 1.3688 -1.63 0.05 0.35 -0.40
C -0.4558 -0.4930 1.4160 0.52 0.98 -1.39 -0.62
C -0.8980 0.1710 0.2722 -0.02 -1.31 -2.46 0.27
C -1.9533 1.4549 -1.2696 -2.00 2.77 -6.71 0.56
C -0.0907 0.2400 -0.9605 -1.46 1.34 2.85 0.65
C 1.2177 -0.0922 -1.0657 2.34 -2.02 -0.42 -0.69
H 2.9041 -2.0848 0.6621 1.58 5.05 -2.09 0.40
H 1.1963 -1.4302 2.3598 0.69 1.08 -2.22 0.22
H -1.1494 -0.5744 2.2911 1.07 -0.25 -0.79 0.35
H -2.7900 1.6452 0.7930 1.34 -3.53 -3.31 0.38
H 1.8511 -0.2236 -2.1092 -1.76 0.83 3.08 0.26
N -2.2624 0.5740 -0.2553 -0.22 4.48 6.04 -0.47
O 3.0686 -0.9863 0.1876 -1.14 -5.76 2.15 -0.57
O -2.5506 2.3315 -2.0229 2.06 -4.00 5.00 -0.61
O -0.7855 0.9783 -1.8410 0.17 0.37 -0.88 -0.32


No. 7
18
Properties=species:S:1:pos:R:3:forces:R:3:mulliken_charge:R:1 method="wB97M-V/def2-TZVPD" smiles="O=C(c1ccccc1)N1OS1(=O)=O" largest_force_ev_per_a=3.5 e_above_lowest_ev=0.696 e_lumo_ev=-0.61 charge=0
C -1.0524 1.6015 1.8566 -0.58 1.95 1.22 -0.19
C -1.0078 0.2354 1.7383 -1.31 -1.15 -0.60 -0.73
C -0.4416 2.4584 0.9258 0.56 -2.70 -1.29 -0.56
C -0.3664 -0.4259 0.6534 -0.10 1.02 2.27 -0.17
C 0.1951 1.8415 -0.1732 1.15 -0.89 -0.85 -0.49
C 0.2799 0.3791 -0.2528 -0.99 3.26 0.56 0.97
C 1.0772 -0.1428 -1.3171 1.42 -2.23 0.59 0.34
N 1.4966 -1.5922 -0.7990 -0.52 2.49 0.60 -0.03
O 1.5055 0.2672 -2.3257 0.21 0.58 -0.63 -0.43
O -0.5977 -2.0271 -2.3174 0.66 0.09 0.45 -0.47
O -0.0458 -3.6540 -0.5895 0.49 -0.28 0.24 -0.52
O 1.8800 -2.4809 -1.9182 -0.75 -1.03 -0.91 -0.31
S 0.3585 -2.5572 -1.3900 -0.39 -1.09 -1.47 1.00
H -1.5840 2.1707 2.7272 0.87 -1.62 -1.56 0.24
H -1.6994 -0.3518 2.3598 0.83 0.13 0.08 0.32
H -0.5532 3.4825 1.1152 0.26 1.38 -0.31 0.44
H -0.2523 -1.5017 0.7609 -0.32 0.25 -0.37 0.33
H 0.8077 2.2970 -1.0544 -1.48 -0.14 1.97 0.27


No. 8
19
Properties=species:S:1:pos:R:3:forces:R:3:mulliken_charge:R:1 method="wB97M-V/def2-TZVPD" spin_multiplicity=5 largest_force_ev_per_a=1.5 e_lumo_ev="-9.12 / -11.67" s_squared=6.02 charge=+2
Pd -0.1536 -0.0459 -0.0582 -0.15 -0.45 -1.08 0.87
O 2.7692 -1.9498 2.1537 0.17 0.09 0.10 -0.33
C 1.9555 -1.2204 1.4784 -0.15 0.16 -0.16 0.72
O 0.9260 -1.6389 0.9256 0.68 0.04 0.16 -0.54
C 2.3476 0.2505 1.3912 -0.01 -0.04 0.01 0.16
C 3.4527 0.8895 1.9314 -0.05 -0.17 0.00 -0.32
C 3.5801 2.2558 1.6958 0.14 0.05 0.07 -0.61
C 2.6422 2.9597 0.9442 -0.13 0.08 -0.11 -0.51
C 1.5589 2.2622 0.4313 -0.02 0.05 -0.02 0.84
N 1.4743 0.9606 0.6860 -0.02 -0.08 -0.09 -0.26
C 0.3834 2.7502 -0.4247 0.09 -0.26 0.09 0.82
O 0.2628 3.9771 -0.7855 -0.01 0.15 -0.03 -0.35
O -0.4866 1.9474 -0.7889 0.49 0.21 0.00 -0.52
H 2.5170 -2.8929 2.2038 -0.08 0.02 -0.06 0.44
H 4.1872 0.3468 2.5118 -0.01 -0.02 0.00 0.55
H 4.4316 2.7852 2.1038 0.00 0.00 0.00 0.48
H 2.7807 4.0209 0.7795 -0.02 0.00 -0.01 0.26
H 0.9502 4.5909 -0.4884 0.08 0.06 0.04 0.34
O -1.2590 0.2099 1.3897 -1.02 0.11 1.07 -0.01


No. 9
16
Properties=species:S:1:pos:R:3:forces:R:3:mulliken_charge:R:1 method="wB97M-V/def2-TZVPD" largest_force_ev_per_a=4.6 e_above_lowest_ev=4.571 e_lumo_ev=3.66 charge=-1
C -1.1552 -0.3176 -2.4666 -0.98 -0.16 -3.17 -0.17
C -0.6866 -0.2575 -1.3559 0.59 -1.03 4.42 0.15
C 2.2637 0.4428 -0.6564 3.04 -0.29 -0.08 -0.07
C 1.4646 1.4953 -0.6696 -1.47 -0.70 -0.05 0.63
C 2.0441 -0.9649 -0.2512 2.33 0.73 -0.20 0.84
C -0.3234 -0.4792 -0.0548 0.76 1.46 0.20 -0.40
C -1.1603 -0.3046 1.2545 -0.32 2.21 -3.12 -1.34
O 0.8054 2.4491 -0.8152 0.71 0.25 0.05 -0.47
O 3.0848 -1.6827 -0.2057 -2.54 0.63 0.08 -0.79
O 0.8694 -1.3344 0.0866 -1.78 -1.51 0.90 -0.28
O 3.7197 0.6196 -0.8491 -2.59 2.10 -0.34 -0.61
H -0.9691 0.2164 -3.3551 -0.15 0.56 -0.82 0.20
H -0.4732 -0.1218 2.0307 0.56 0.12 1.32 0.38
H -1.7878 -1.1390 1.4192 -0.59 -1.17 0.50 0.31
H -1.9072 0.6140 1.1720 1.77 -1.70 -0.04 0.25
H 3.9867 -0.2551 -0.6069 0.65 -1.51 0.34 0.38


No. 10
13
Properties=species:S:1:pos:R:3:forces:R:3:mulliken_charge:R:1 method="wB97M-V/def2-TZVPD" largest_force_ev_per_a=3.9 e_above_lowest_ev=3.508 e_lumo_ev="-0.34 / -0.75" charge=0
C -1.6075 -0.4076 1.0157 -2.02 1.48 0.72 -0.18
C -0.2136 -2.1082 0.0496 1.63 3.43 -0.65 -0.39
C -0.9972 0.6825 0.4506 0.72 -2.39 -1.33 -0.36
C -1.2559 -1.7097 0.7865 -0.46 -0.12 0.54 -0.24
C 0.3869 -0.8961 -0.5503 2.34 -0.71 -0.36 -0.23
C 0.0703 0.4845 -0.4310 -0.62 0.65 2.17 0.51
C 0.9212 1.8059 -0.5522 -1.05 -0.59 0.78 -1.03
H -2.4561 -0.1275 1.5820 -0.92 -0.39 0.95 0.42
H 0.4355 -2.9634 0.2053 -0.56 -0.24 -0.61 0.35
H 1.4019 -1.1205 -0.9316 -0.54 0.29 -0.30 0.24
H 1.1897 2.1433 0.5084 -0.05 -0.71 -1.56 0.25
H 0.3688 2.6780 -0.9879 0.30 -1.09 0.10 0.28
H 1.7559 1.5389 -1.1453 1.24 0.39 -0.45 0.38


No. 11
13
Properties=species:S:1:pos:R:3:forces:R:3:mulliken_charge:R:1 method="wB97M-V/def2-TZVPD" smiles=C#CC#C.C#CC largest_force_ev_per_a=2.8 e_above_lowest_ev=4.256 e_lumo_ev=0.63 charge=0
C 2.3202 0.1449 -0.4751 -0.51 0.72 0.49 -0.87
C -3.0186 -1.0930 -0.3290 1.72 1.70 0.42 -0.29
C 1.1609 -0.5316 0.1612 0.99 -1.56 0.25 -0.03
C -2.2332 -0.2090 -0.0727 -1.99 -1.78 -0.41 -0.20
C 0.2624 -1.0678 0.7589 0.12 -1.17 0.63 -0.19
C -1.4101 0.8021 0.2258 0.96 2.63 -0.52 0.29
C -0.6731 1.7628 0.2441 -0.76 0.62 1.40 -0.62
H 1.8328 1.1356 -0.6418 1.04 -0.19 -0.39 0.18
H -3.3832 -1.9699 -0.7132 -1.11 -1.44 -0.46 0.44
H -0.5486 -1.5907 1.3150 1.32 0.89 -0.90 0.41
H -0.2016 2.6195 0.7137 0.01 -0.47 -0.74 0.37
H 3.1795 0.2802 0.2512 -1.08 -0.23 -0.81 0.24
H 2.7126 -0.2830 -1.4382 -0.71 0.28 1.03 0.27


No. 12
13
Properties=species:S:1:pos:R:3:forces:R:3:mulliken_charge:R:1 method="wB97M-V/def2-TZVPD" largest_force_ev_per_a=4.8 e_above_lowest_ev=2.413 e_lumo_ev=0.92 charge=0
C -2.3445 -1.3956 -0.2756 0.89 1.16 0.30 0.42
C -1.2188 0.7835 0.6095 3.26 -1.28 -3.29 -0.75
C -1.7227 -0.4324 0.0473 -0.21 1.07 0.57 -0.89
C 2.3875 -1.0917 0.5464 -1.06 1.42 -0.98 0.07
C 0.8490 0.6208 -0.7756 -2.58 -2.52 -2.11 -0.69
C -0.0350 1.2718 0.1976 -0.45 0.52 0.97 -0.14
C 1.7585 -0.2555 -0.0655 0.82 -1.76 0.53 -0.35
H -2.7754 -2.2938 -0.4206 -1.21 -2.30 -0.66 0.52
H -1.7423 1.1693 1.3656 -1.97 1.72 2.77 0.49
H 0.1124 0.0283 -1.5522 2.10 0.95 1.79 0.24
H 1.3593 1.3252 -1.3618 0.82 1.04 -0.79 0.32
H 0.4997 2.1238 0.6030 -0.81 0.28 0.62 0.35
H 2.8722 -1.8537 1.0819 0.40 -0.30 0.29 0.42


No. 13
13
Properties=species:S:1:pos:R:3:forces:R:3:mulliken_charge:R:1 method="wB97M-V/def2-TZVPD" largest_force_ev_per_a=3.1 e_above_lowest_ev=5.168 e_lumo_ev=0.41 charge=0
C 0.0663 0.0574 -1.5548 -0.47 -1.19 0.41 -0.41
C -0.0092 1.1291 -0.8629 -0.27 2.45 1.23 -0.15
C -0.3135 -1.1442 -0.7771 -0.99 -2.85 0.26 -0.39
C 0.2103 1.6072 0.4515 1.28 -0.62 -0.66 0.20
C -0.3933 -0.6227 0.6779 1.09 -2.90 0.48 0.11
C 0.5689 0.3664 1.1791 -0.04 0.87 -2.02 -0.44
C -0.9684 0.7325 0.8039 -1.86 0.45 0.64 -0.81
H 0.7413 0.0009 -2.3539 0.62 -0.13 -1.32 0.36
H -1.2734 -1.7214 -1.1021 1.44 1.20 0.61 0.29
H 0.5031 -1.9174 -0.8187 -0.58 0.53 -0.29 0.27
H 0.3880 2.6223 0.7769 -0.30 -0.04 0.17 0.39
H -0.5293 -1.5114 1.4707 -0.32 2.24 -1.69 0.30
H 1.0091 0.4014 2.1095 0.41 -0.02 2.17 0.27


No. 14
13
Properties=species:S:1:pos:R:3:forces:R:3:mulliken_charge:R:1 method="wB97M-V/def2-TZVPD" spin_multiplicity=3 largest_force_ev_per_a=10.1 e_above_lowest_ev=1.460 e_lumo_ev="1.08 / -2.47" s_squared=2.02 charge=0
C -1.1860 0.9588 0.6569 -9.45 -1.51 3.08 -0.25
C -1.7801 -0.1602 0.0410 1.91 5.49 3.49 0.05
C 0.8377 0.4475 -0.7044 -0.37 2.61 0.04 -0.67
C 0.0428 1.3624 0.3071 7.80 0.97 -3.24 -0.48
C 1.8426 -1.6214 0.6509 -1.11 1.88 -0.93 -0.01
C -1.7725 -1.1565 -0.6164 -1.09 -3.66 -2.20 -0.37
C 1.3579 -0.6906 0.0528 0.49 -0.57 -0.47 -0.35
H -1.8065 1.6827 1.3977 1.26 -2.07 -1.88 0.23
H 0.1058 0.2306 -1.5229 1.00 -0.37 0.64 0.31
H 1.6597 1.0998 -1.1489 -0.80 -1.10 0.58 0.28
H 0.6459 2.0885 0.8451 -0.33 -0.23 0.13 0.42
H 2.0778 -2.3306 1.3574 0.60 -1.23 0.85 0.47
H -2.0252 -1.9110 -1.3164 0.09 -0.21 -0.10 0.38


No. 15
15
Properties=species:S:1:pos:R:3:forces:R:3:mulliken_charge:R:1 method="wB97M-V/def2-TZVPD" largest_force_ev_per_a=3.0 e_above_lowest_ev=0.000 e_lumo_ev=0.14 charge=0
C -0.0142 -1.4267 0.5839 2.39 -1.32 1.24 -0.38
C -1.1075 -0.7495 0.1146 -2.09 -1.90 0.92 -0.42
C 1.2898 -0.8430 0.4663 0.09 -0.78 -0.02 -0.48
C -1.0132 0.5792 -0.1904 1.34 -0.58 0.14 -0.53
C 1.3652 0.4605 -0.0019 2.34 -0.81 -0.01 -0.29
C 0.2479 1.1791 -0.1980 -1.54 0.51 -1.54 0.96
C 0.3441 2.5599 -0.7109 -2.01 1.21 0.34 -0.79
Br 1.6663 2.9203 -2.1094 -0.73 -0.22 0.31 -0.07
I 0.7204 3.8543 0.9832 0.04 0.14 -0.07 0.11
H -0.1648 -2.4029 1.1512 0.40 1.16 -1.31 0.30
H -2.0784 -1.3772 0.1106 1.42 1.63 -0.04 0.25
H 2.2801 -1.3679 0.6270 -1.64 0.32 0.12 0.30
H -1.8874 1.0818 -0.4296 -1.37 1.21 -0.58 0.37
H 2.3127 0.9591 -0.3251 -0.63 -0.76 0.79 0.23
H -0.7342 2.8264 -0.9867 1.97 0.18 -0.30 0.45